# C4H11NO

2 unconnected molecules or ions with the total composition C4H11NO in a non-equilibrium geometry (the ωB97M-V functional and the def2-TZVPD basis, the Open Molecules 2025 dataset).

Last column: natural (NBO) charge in e.
Geometry (Å):
C1 2.368 2.272 0.077  -0.5987
C2 1.683 1.847 -1.246  -0.4269
C3 0.954 0.557 -0.980  -0.2190
C4 -0.376 0.623 -0.890  -0.0271
N1 -1.341 -0.441 -0.657  -0.8568
H1 1.730 2.215 0.961  0.2051
H2 2.805 3.264 -0.013  0.2096
H3 3.132 1.519 0.308  0.2017
H4 1.010 2.524 -1.755  0.2140
H5 2.578 1.634 -1.853  0.2032
H6 1.462 -0.372 -0.746  0.2004
H7 -0.934 1.506 -1.200  0.1727
H8 -1.025 -1.265 -1.134  0.3577
H9 -1.343 -0.644 0.340  0.3639
O1 -2.742 -3.878 2.855  -0.9378
H10 -3.436 -3.522 2.319  0.4685
H11 -2.546 -4.753 2.494  0.4693

Forces on atoms 1 to 6 (eV/Å):
C -0.362 -0.099 0.092
C 1.588 -1.505 0.732
C -1.470 0.600 0.053
C -0.685 -0.544 -0.847
N 0.782 0.376 0.461
H -0.361 0.376 -0.246

The charge is 0. The value obtained for the HOMO energy is -9.12 eV. As for the structure (SMILES): CC/C=C/N.O. The HOMO-LUMO gap comes out at 9.98 eV. Its LUMO energy is 0.863 eV. The calculation puts the relative energy (zero: lowest compared OMol25 entry of this formula, charge and spin) at 164.0 kJ/mol.


# C55H51AsAuN5OSb

A molecular structure, C55H51AsAuN5OSb (the ωB97M-V functional and the def2-TZVPD basis, the Open Molecules 2025 dataset).

Last column: Mulliken spin population.
Geometry (Å):
Au1 -0.321 -0.205 1.306  0.2057
C1 0.655 2.139 -1.204  -0.0006
N1 1.033 1.818 0.168  -0.0133
C2 2.399 1.324 0.328  0.0063
C3 2.465 -0.172 0.227  0.0210
N2 1.464 -0.997 0.460  0.0250
C4 1.945 -2.288 0.245  0.0062
C5 1.296 -3.519 0.280  0.0061
C6 2.044 -4.634 -0.037  -0.0015
C7 3.400 -4.535 -0.392  0.0013
C8 4.044 -3.316 -0.458  0.0004
C9 3.281 -2.200 -0.136  0.0037
N3 3.571 -0.837 -0.146  0.0094
C10 0.268 0.942 -2.025  0.0194
N4 -0.337 -0.148 -1.614  -0.0116
C11 -0.456 -0.956 -2.750  0.0564
C12 -0.924 -2.266 -2.894  -0.0472
C13 -0.934 -2.813 -4.161  0.0185
C14 -0.463 -2.095 -5.272  0.0014
C15 0.051 -0.821 -5.142  0.0074
C16 0.047 -0.278 -3.861  -0.0004
N5 0.511 0.928 -3.360  0.0152
H1 1.466 2.661 -1.729  -0.0013
H2 -0.188 2.831 -1.169  -0.0013
H3 0.903 2.643 0.742  -0.0034
H4 2.759 1.620 1.315  0.0008
H5 3.092 1.756 -0.403  0.0005
H6 0.245 -3.596 0.535  0.0040
H7 1.579 -5.610 -0.018  0.0000
H8 3.950 -5.436 -0.627  0.0001
H9 5.082 -3.238 -0.749  0.0003
H10 4.457 -0.419 -0.381  -0.0011
H11 -1.197 -2.876 -2.042  -0.0218
H12 -1.280 -3.828 -4.303  0.0001
H13 -0.478 -2.563 -6.247  0.0001
H14 0.445 -0.283 -5.994  0.0002
H15 1.000 1.640 -3.878  0.0001
O1 -2.829 0.343 0.743  0.1575
As1 -3.634 1.901 0.935  0.0419
C17 -2.326 3.068 1.656  -0.0157
C18 -1.794 4.073 0.850  0.0015
C19 -0.879 4.964 1.392  0.0001
C20 -0.511 4.849 2.728  0.0015
C21 -1.058 3.854 3.530  -0.0025
C22 -1.976 2.960 3.002  0.0149
C23 -5.091 1.730 2.133  0.0107
C24 -5.422 0.508 2.701  -0.0021
C25 -6.458 0.446 3.621  -0.0008
C26 -7.145 1.600 3.971  0.0000
C27 -6.795 2.824 3.415  0.0008
C28 -5.759 2.900 2.499  0.0005
C29 -4.111 2.502 -0.802  -0.0184
C30 -3.217 2.279 -1.844  0.0514
C31 -3.510 2.761 -3.111  0.0222
C32 -4.686 3.469 -3.326  0.0001
C33 -5.571 3.693 -2.280  0.0021
C34 -5.289 3.211 -1.009  -0.0014
H16 -2.106 4.179 -0.183  -0.0007
H17 -0.475 5.763 0.783  0.0001
H18 0.188 5.558 3.153  0.0000
H19 -0.783 3.786 4.574  0.0000
H20 -2.415 2.201 3.637  -0.0028
H21 -4.880 -0.385 2.432  0.0077
H22 -6.725 -0.501 4.072  0.0000
H23 -7.952 1.549 4.689  0.0000
H24 -7.321 3.723 3.704  0.0000
H25 -5.466 3.867 2.106  -0.0002
H26 -2.297 1.728 -1.678  -0.0297
H27 -2.826 2.580 -3.931  0.0002
H28 -4.916 3.847 -4.314  0.0000
H29 -6.487 4.241 -2.452  0.0001
H30 -6.002 3.369 -0.211  0.0000
C35 -5.853 -2.171 0.700  -0.0004
C36 -5.952 -1.344 -0.555  0.0328
C37 -7.223 -1.069 -1.059  0.0101
C38 -7.410 -0.385 -2.250  -0.0057
C39 -6.320 0.051 -2.989  0.0081
C40 -5.043 -0.181 -2.508  0.0222
C41 -4.866 -0.852 -1.297  0.1707
Sb1 -2.876 -1.110 -0.621  0.4861
C42 -2.812 -3.201 -0.178  0.1557
C43 -3.360 -3.768 -1.338  -0.0241
C44 -3.466 -5.144 -1.446  -0.0003
C45 -3.008 -5.941 -0.407  0.0219
C46 -2.445 -5.362 0.719  0.0041
C47 -2.309 -3.980 0.862  0.0237
C48 -1.718 -3.446 2.128  -0.0155
C49 -0.922 -0.163 3.290  0.4143
C50 -2.142 -0.701 3.664  -0.0094
C51 -2.577 -0.557 4.977  0.0226
C52 -1.768 0.086 5.901  -0.0072
C53 -0.536 0.588 5.509  0.0126
C54 -0.080 0.470 4.195  0.0379
C55 1.257 1.041 3.807  0.0399
H31 -6.727 -2.001 1.328  -0.0004
H32 -4.966 -1.958 1.298  0.0023
H33 -5.822 -3.235 0.457  0.0013
H34 -8.086 -1.418 -0.504  0.0023
H35 -8.415 -0.206 -2.608  0.0000
H36 -6.461 0.562 -3.931  0.0003
H37 -4.192 0.153 -3.087  0.0102
H38 -3.738 -3.161 -2.156  0.0180
H39 -3.906 -5.582 -2.332  0.0011
H40 -3.083 -7.018 -0.476  -0.0002
H41 -2.092 -5.997 1.523  -0.0001
H42 -0.958 -4.125 2.512  -0.0015
H43 -2.488 -3.350 2.899  0.0020
H44 -1.255 -2.470 1.991  0.0132
H45 -2.765 -1.227 2.957  0.0124
H46 -3.535 -0.964 5.275  0.0034
H47 -2.088 0.184 6.930  0.0019
H48 0.096 1.085 6.236  0.0029
H49 1.652 1.675 4.600  -0.0019
H50 1.165 1.657 2.909  -0.0157
H51 1.986 0.250 3.617  0.0028

Forces on atoms 1 to 6 (eV/Å):
Au -0.156 0.098 0.099
C 0.031 -0.005 0.044
N 0.060 0.064 -0.094
C -0.001 -0.028 0.062
C -0.026 -0.073 -0.153
N 0.460 0.039 0.357

The charge is +3. The value obtained for the HOMO energy (spin up / spin down) is -15.37 / -15.39 eV. The HOMO-LUMO gap (spin up / spin down) comes out at 7.31 / 5.38 eV. Its multiplicity is 3. Its LUMO energy (spin up / spin down) is -8.061 / -10.014 eV.


# C32H48AsClN5ReS4SeSi2

A molecular structure, C32H48AsClN5ReS4SeSi2 in a non-equilibrium geometry (the ωB97M-V functional and the def2-TZVPD basis, the Open Molecules 2025 dataset).

Last column: Löwdin charge in e.
Geometry (Å):
Re1 1.314 -0.133 0.740  0.9324
C1 4.655 1.128 2.026  -0.1612
Si1 3.956 -0.368 2.969  0.5190
C2 3.610 0.114 4.784  -0.1575
C3 5.212 -1.777 2.744  -0.1577
N1 2.423 -0.935 2.198  -0.1899
C4 1.892 -2.100 2.591  -0.3075
C5 2.230 -2.785 3.778  -0.0337
C6 1.761 -4.048 4.011  -0.0305
C7 0.911 -4.672 3.083  -0.0310
C8 0.553 -4.039 1.923  -0.0160
C9 1.022 -2.745 1.624  -0.2984
N2 0.810 -2.067 0.478  -0.1881
Si2 0.375 -2.988 -1.052  0.5404
C10 -1.083 -4.217 -0.916  -0.1628
C11 -0.075 -1.690 -2.370  -0.2099
C12 1.953 -3.938 -1.556  -0.1653
H1 5.728 1.146 2.196  0.0507
H2 4.270 2.081 2.371  0.0175
H3 4.501 1.069 0.953  -0.0223
H4 3.919 1.140 4.958  0.0314
H5 4.198 -0.503 5.458  0.0391
H6 2.570 0.023 5.085  0.0284
H7 6.003 -1.671 3.479  0.0434
H8 5.674 -1.718 1.763  -0.0111
H9 4.787 -2.769 2.852  0.0312
H10 2.850 -2.292 4.506  0.0906
H11 2.046 -4.568 4.912  0.1225
H12 0.531 -5.659 3.291  0.1211
H13 -0.104 -4.522 1.225  0.0779
H14 -1.791 -4.013 -0.120  0.0139
H15 -0.716 -5.232 -0.789  0.0398
H16 -1.640 -4.206 -1.849  0.0438
H17 -1.068 -1.280 -2.201  -0.0001
H18 -0.082 -2.160 -3.348  0.0455
H19 0.635 -0.865 -2.414  -0.0451
H20 2.380 -4.517 -0.741  0.0401
H21 2.722 -3.275 -1.933  -0.0740
H22 1.712 -4.628 -2.360  0.0458
S1 5.175 -3.034 -3.859  0.0385
As1 5.418 -1.158 -2.762  0.3966
S2 4.310 -1.594 -0.705  0.0474
S3 2.925 -0.135 -0.880  0.1400
S4 3.780 -1.495 -4.190  -0.0074
Cl1 3.269 5.231 0.409  0.7698
C13 2.512 4.059 1.400  -0.6365
C14 2.186 4.318 2.730  -0.0347
C15 1.550 3.320 3.449  -0.0133
C16 1.277 2.107 2.837  -0.1319
N3 1.626 1.845 1.575  -0.1890
C17 2.221 2.807 0.870  -0.2358
H23 2.423 5.267 3.185  0.1278
H24 1.270 3.478 4.477  0.1257
H25 0.753 1.326 3.379  0.1200
H26 2.475 2.586 -0.159  0.0794
C18 -4.069 -1.272 -1.171  -0.0755
C19 -3.443 -1.707 0.151  -0.2394
C20 -3.730 -0.762 1.320  -0.1641
C21 -2.834 0.482 1.358  -0.1347
N4 -2.979 1.330 0.199  -0.0088
C22 -2.026 1.586 -0.723  -0.5464
Se1 -0.196 1.267 -0.681  0.8304
N5 -2.540 2.345 -1.712  -0.0184
C23 -1.816 2.833 -2.863  -0.1614
C24 -1.639 1.753 -3.932  -0.1863
C25 -0.533 2.103 -4.923  -0.2568
C26 -0.844 3.340 -5.753  -0.0951
C27 -3.868 2.577 -1.437  -0.1327
C28 -4.841 3.283 -2.133  0.0180
C29 -6.091 3.368 -1.556  -0.0493
C30 -6.361 2.781 -0.318  -0.0488
C31 -5.398 2.079 0.380  0.0067
C32 -4.146 1.957 -0.206  -0.1438
H27 -4.059 -2.097 -1.877  0.0793
H28 -3.535 -0.443 -1.629  0.0530
H29 -5.106 -0.973 -1.028  0.0852
H30 -2.362 -1.813 0.031  0.0744
H31 -3.841 -2.690 0.406  0.1133
H32 -3.568 -1.296 2.259  0.1219
H33 -4.778 -0.462 1.293  0.1045
H34 -1.780 0.167 1.409  0.0778
H35 -3.072 1.070 2.251  0.1388
H36 -0.830 3.168 -2.524  0.0994
H37 -2.363 3.688 -3.255  0.1277
H38 -2.581 1.602 -4.460  0.1251
H39 -1.369 0.822 -3.429  0.0788
H40 -0.397 1.252 -5.590  0.1121
H41 0.398 2.246 -4.371  0.1064
H42 -1.793 3.223 -6.270  0.0819
H43 -0.065 3.491 -6.494  0.0783
H44 -0.895 4.230 -5.131  0.0700
H45 -4.633 3.753 -3.080  0.1189
H46 -6.871 3.912 -2.064  0.1177
H47 -7.346 2.890 0.105  0.1164
H48 -5.613 1.664 1.350  0.1161

Forces on atoms 1 to 6 (eV/Å):
Re 2.369 -2.312 -1.761
C -0.409 -0.467 0.334
Si 1.085 0.342 0.065
C 0.180 -0.217 -0.650
C -0.534 0.493 0.176
N -0.184 1.305 -0.715

The charge is +2. The value obtained for the HOMO energy (spin up / spin down) is -12.69 / -12.69 eV. The HOMO-LUMO gap (spin up / spin down) comes out at 5.66 / 5.67 eV. Its LUMO energy (spin up / spin down) is -7.026 / -7.018 eV. The calculation puts the relative energy (zero: lowest compared OMol25 entry of this formula, charge and spin) at 130.6 kJ/mol.


# C23H25F3N3O4Rb

A molecular structure, C23H25F3N3O4Rb (the ωB97M-V functional and the def2-TZVPD basis, the Open Molecules 2025 dataset).

Last column: natural (NBO) charge in e.
Geometry (Å):
Rb1 -0.955 -0.978 0.596  0.9260
C1 -0.719 -1.453 -2.832  -0.4330
N1 0.329 -0.443 -2.752  -0.4604
C2 1.581 -0.886 -3.354  -0.2163
C3 2.788 -0.653 -2.445  -0.4080
C4 2.739 -1.519 -1.174  -0.2294
N2 3.023 -0.729 0.007  -0.4761
C5 2.191 -0.802 0.970  0.1037
C6 2.307 -0.084 2.225  -0.2159
C7 3.446 0.670 2.521  -0.1603
C8 3.574 1.368 3.704  -0.3495
C9 2.521 1.312 4.631  -0.1987
C10 1.391 0.577 4.380  -0.3285
C11 1.216 -0.177 3.167  0.4164
O1 0.174 -0.868 2.960  -0.8049
C12 -0.160 0.814 -3.293  -0.2210
C13 0.649 2.050 -2.899  -0.4027
C14 0.656 2.277 -1.383  -0.2426
N3 -0.642 1.992 -0.839  -0.4564
C15 -1.094 2.649 0.148  0.1293
C16 -2.321 2.331 0.846  -0.2671
C17 -2.729 3.167 1.892  -0.1462
C18 -3.824 2.892 2.682  -0.3459
C19 -4.527 1.700 2.450  -0.2106
C20 -4.163 0.854 1.436  -0.2863
C21 -3.077 1.134 0.531  0.3995
O2 -2.826 0.363 -0.435  -0.7688
H1 -1.015 -1.657 -3.878  0.1426
H2 -1.592 -1.098 -2.284  0.2230
H3 -0.384 -2.384 -2.374  0.2387
H4 1.748 -0.377 -4.318  0.1596
H5 1.516 -1.957 -3.567  0.1933
H6 2.812 0.392 -2.138  0.2087
H7 3.703 -0.849 -3.014  0.1812
H8 3.497 -2.307 -1.241  0.1785
H9 1.762 -2.019 -1.103  0.1926
H10 1.306 -1.447 0.892  0.1505
H11 4.240 0.683 1.782  0.2061
H12 4.465 1.948 3.918  0.1820
H13 2.605 1.865 5.563  0.1802
H14 0.582 0.533 5.101  0.1973
H15 -1.163 0.962 -2.894  0.2430
H16 -0.222 0.761 -4.399  0.1379
H17 0.173 2.907 -3.387  0.1890
H18 1.678 1.992 -3.269  0.1890
H19 1.004 3.302 -1.162  0.1513
H20 1.370 1.584 -0.923  0.2116
H21 -0.530 3.513 0.552  0.1215
H22 -2.141 4.060 2.093  0.1850
H23 -4.107 3.557 3.489  0.1857
H24 -5.363 1.443 3.094  0.1850
H25 -4.701 -0.073 1.261  0.1954
F1 -2.900 -5.361 0.896  -0.3448
C22 -2.395 -4.569 -0.075  0.8548
F2 -3.191 -4.750 -1.161  -0.3510
F3 -2.616 -3.295 0.332  -0.3502
C23 -0.867 -4.904 -0.426  0.6938
O3 -0.656 -6.116 -0.495  -0.7194
O4 -0.164 -3.899 -0.607  -0.7579

Forces on atoms 1 to 6 (eV/Å):
Rb -0.007 -0.551 -0.284
C 0.095 -0.008 0.040
N -0.073 -0.036 -0.016
C 0.211 0.031 0.084
C -0.088 -0.055 0.021
C -0.076 0.000 -0.050

The charge is -2. The value obtained for the HOMO energy is -1.76 eV. The HOMO-LUMO gap comes out at 5.88 eV. Its LUMO energy is 4.121 eV. The calculation puts the relative energy (zero: lowest compared OMol25 entry of this formula, charge and spin) at 0.0 kJ/mol.


# C5H5N

A single C5H5N molecule in a non-equilibrium geometry (the ωB97M-V functional and the def2-TZVPD basis, the Open Molecules 2025 dataset).

Last column: natural (NBO) charge in e.
Geometry (Å):
C1 2.329 -0.283 0.034  -0.1859
C2 1.143 -0.394 0.210  -0.0148
C3 -0.264 -0.010 0.472  -0.3828
C4 -1.357 -0.583 -0.450  -0.5796
C5 -0.218 1.458 0.319  0.2901
N1 -0.074 2.589 0.114  -0.3094
H1 3.380 -0.161 -0.121  0.2443
H2 -0.516 -0.251 1.512  0.2649
H3 -1.457 -1.667 -0.336  0.2234
H4 -2.309 -0.114 -0.180  0.2237
H5 -1.144 -0.346 -1.495  0.2260

Forces on atoms 1 to 6 (eV/Å):
C -0.392 -0.308 0.038
C 0.431 0.334 -0.088
C 0.023 -0.019 0.010
C 0.000 -0.022 -0.046
C 0.130 1.384 -0.189
N -0.399 -1.256 0.329

The charge is 0. The value obtained for the HOMO energy is -10.64 eV. As for the structure (SMILES): C#C[C@H](C)C#N. The HOMO-LUMO gap comes out at 11.37 eV. Its LUMO energy is 0.727 eV. The calculation puts the relative energy (zero: lowest compared OMol25 entry of this formula, charge and spin) at 229.4 kJ/mol.


# CH2N2O2

A single CH2N2O2 molecule in a non-equilibrium geometry (the ωB97M-V functional and the def2-TZVPD basis, the Open Molecules 2025 dataset).

Last column: natural (NBO) charge in e.
Geometry (Å):
H1 -0.755 1.970 -1.320  0.3220
N1 -0.906 1.192 -0.716  -0.2845
N2 0.176 0.686 -0.528  -0.1684
C1 0.269 -0.697 0.033  0.8344
O1 0.479 -1.391 -0.871  -0.5030
O2 0.326 -1.204 1.389  -0.6815
H2 0.411 -0.556 2.013  0.4811

Forces on atoms 1 to 6 (eV/Å):
H 0.217 1.257 -0.596
N -1.555 -1.266 0.799
N 1.627 0.061 1.635
C -0.211 0.827 2.457
O 0.300 -2.792 -1.392
O -0.547 -1.200 -5.456

The charge is 0. The value obtained for the HOMO energy is -9.86 eV. As for the structure (SMILES): [H]/N=N/C(=O)O. The HOMO-LUMO gap comes out at 10.19 eV. Its LUMO energy is 0.329 eV. The calculation puts the relative energy (zero: lowest compared OMol25 entry of this formula, charge and spin) at 316.5 kJ/mol.


- Which of these has the highest charge?
  C55H51AsAuN5OSb


Please write out number 6 again, unchanged.
# CH2N2O2

A single CH2N2O2 molecule in a non-equilibrium geometry (the ωB97M-V functional and the def2-TZVPD basis, the Open Molecules 2025 dataset).

Last column: natural (NBO) charge in e.
Geometry (Å):
H1 -0.755 1.970 -1.320  0.3220
N1 -0.906 1.192 -0.716  -0.2845
N2 0.176 0.686 -0.528  -0.1684
C1 0.269 -0.697 0.033  0.8344
O1 0.479 -1.391 -0.871  -0.5030
O2 0.326 -1.204 1.389  -0.6815
H2 0.411 -0.556 2.013  0.4811

Forces on atoms 1 to 6 (eV/Å):
H 0.217 1.257 -0.596
N -1.555 -1.266 0.799
N 1.627 0.061 1.635
C -0.211 0.827 2.457
O 0.300 -2.792 -1.392
O -0.547 -1.200 -5.456

The charge is 0. The value obtained for the HOMO energy is -9.86 eV. As for the structure (SMILES): [H]/N=N/C(=O)O. The HOMO-LUMO gap comes out at 10.19 eV. Its LUMO energy is 0.329 eV. The calculation puts the relative energy (zero: lowest compared OMol25 entry of this formula, charge and spin) at 316.5 kJ/mol.